C33H32N8STl | ωB97M-V with the def2-TZVPD basis set

XYZ file:
```
75
Properties=species:S:1:pos:R:3:forces:R:3:mulliken_charge:R:1
Tl -0.001 0.268 0.584 -0.2 0.4 0.0 1.9501
C -2.324 4.369 -2.493 0.0 0.0 0.0 -0.4675
C -1.444 3.477 -3.091 0.0 0.0 0.0 -0.9101
C -0.496 2.817 -2.325 0.0 0.0 0.0 0.3696
C -0.423 3.051 -0.956 0.0 -0.1 -0.1 -0.8705
C -1.310 3.936 -0.354 0.0 0.0 0.0 -0.1640
C -2.254 4.597 -1.127 0.0 0.0 0.0 -0.8025
N 0.499 2.323 -0.160 0.0 -0.1 0.1 -0.0408
C 1.749 2.711 0.015 0.1 0.1 0.0 1.4747
C 2.296 3.904 -0.566 -0.1 -0.1 0.0 -0.9867
C 3.591 4.246 -0.355 0.1 0.0 0.0 -0.5566
C 4.474 3.458 0.445 0.0 0.0 0.0 -0.7999
C 4.005 2.333 1.032 0.0 0.0 0.0 -0.6704
C 2.650 1.935 0.840 0.0 0.0 0.0 0.3097
N 2.128 0.831 1.396 0.2 -0.2 0.1 1.0036
N 2.782 0.086 2.186 -0.1 0.0 -0.1 -1.6082
C 2.078 -1.068 2.584 0.1 0.0 0.0 0.0864
C 2.673 -1.846 3.578 0.0 0.0 0.0 -0.5640
C 2.047 -3.003 3.984 0.0 0.0 0.0 -0.3811
C 0.844 -3.376 3.384 0.1 0.0 0.0 -1.0240
C 0.324 -2.553 2.410 0.0 0.0 0.0 -0.2349
N 0.921 -1.423 2.021 0.1 0.0 0.0 0.0177
H -3.063 4.884 -3.092 0.0 0.0 0.0 0.4282
H -1.497 3.293 -4.155 0.0 0.0 0.0 0.4178
H 0.191 2.113 -2.779 0.0 0.0 0.0 0.4692
H -1.250 4.099 0.715 0.0 0.0 0.0 0.4602
H -2.936 5.294 -0.658 0.0 0.0 0.0 0.4179
H 1.651 4.523 -1.175 0.0 0.0 0.0 0.5022
H 3.973 5.152 -0.809 0.0 0.0 0.0 0.4284
H 5.501 3.767 0.574 0.0 0.0 0.0 0.4130
H 4.633 1.706 1.649 0.0 0.0 0.0 0.4643
H 3.610 -1.513 4.000 0.0 0.0 0.0 0.5628
H 2.489 -3.619 4.755 0.0 0.0 0.0 0.4152
H 0.331 -4.286 3.658 0.0 0.0 0.0 0.4544
H -0.596 -2.812 1.898 0.0 0.0 0.0 0.5181
C 2.518 -1.012 -1.374 0.0 0.0 0.0 -0.7498
N 1.073 -0.838 -1.197 -0.1 0.0 -0.1 0.4533
C 0.230 -1.182 -2.099 0.0 0.0 0.1 0.0689
C -1.172 -0.948 -1.914 0.0 -0.1 0.0 -0.2023
C -2.235 -1.165 -2.776 0.0 0.0 0.0 -0.9677
C -3.382 -0.687 -2.123 0.0 0.0 0.0 -1.1437
C -2.965 -0.207 -0.891 -0.1 0.1 -0.1 -0.6868
N -1.628 -0.374 -0.753 0.0 -0.2 0.1 -0.1133
C 2.910 -2.130 -2.304 0.0 0.0 0.0 -0.3983
C 2.601 -3.450 -1.980 0.0 0.0 0.0 0.0190
C 2.957 -4.483 -2.829 0.0 0.0 0.0 -0.6754
C 3.631 -4.209 -4.014 0.0 0.0 0.0 -0.4033
C 3.944 -2.901 -4.342 0.0 0.0 0.0 -0.6983
C 3.581 -1.865 -3.490 0.0 0.0 0.0 -0.1789
H 2.947 -1.181 -0.383 0.0 0.0 0.0 0.2893
H 2.931 -0.064 -1.732 0.0 0.0 0.0 0.3549
H 0.555 -1.654 -3.026 0.0 0.0 0.0 0.5616
H -2.172 -1.600 -3.761 0.0 0.0 0.0 0.5379
H -4.391 -0.674 -2.499 0.0 0.0 0.0 0.4780
H -3.550 0.279 -0.125 0.0 0.0 0.0 0.8119
H 2.079 -3.666 -1.055 0.0 0.0 0.0 0.4251
H 2.716 -5.505 -2.567 0.0 0.0 0.0 0.3934
H 3.913 -5.017 -4.676 0.0 0.0 0.0 0.3916
H 4.470 -2.683 -5.262 0.0 0.0 0.0 0.3975
H 3.825 -0.842 -3.750 0.0 0.0 0.0 0.3729
S -1.372 1.184 2.672 0.0 0.0 0.0 -0.4489
C -2.832 0.293 2.816 0.0 -0.1 0.0 0.7566
N -3.761 0.748 3.654 0.1 0.0 0.1 -0.1789
C -5.033 0.076 3.902 0.0 0.0 0.0 -0.7021
C -5.453 -0.659 2.642 0.0 0.0 0.0 -0.5852
C -4.328 -1.576 2.192 0.0 0.0 0.0 -0.6033
N -3.075 -0.823 2.136 0.1 0.0 0.2 0.3257
H -3.531 1.588 4.160 0.0 0.0 0.0 0.2342
H -5.762 0.837 4.175 0.0 0.0 0.0 0.4262
H -4.934 -0.614 4.743 0.0 0.0 0.0 0.2789
H -5.678 0.064 1.856 0.0 0.0 0.0 0.2891
H -6.352 -1.243 2.828 0.0 0.0 0.0 0.3790
H -4.519 -1.970 1.195 0.0 0.0 0.0 0.3443
H -4.216 -2.419 2.878 0.0 0.0 0.0 0.4023
H -2.384 -1.104 1.461 0.0 0.0 -0.1 -0.3376
```
Forces are in eV/Å.

Results
Total charge: +1
Maximum force, eV/A: 0.4
2S+1: 1
LUMO energy, eV: -3.6150
HOMO energy, eV: -9.86
HOMO-LUMO gap, eV: 6.2
E, eV: -62184.447